[1]
A cluster of 3 separate species, C3H3BrNO2 in total in a non-equilibrium geometry. Source: the Open Molecules 2025 dataset; level of theory: ωB97M-V/def2-TZVPD.

## Properties
HOMO, eV: -4.37
Spin multiplicity: 1
Relative energy (zero: lowest compared OMol25 entry of this formula, charge and spin), eV: 0.446
Charge: -1

Each line ends with the natural charge from an NBO analysis.
Geometry (Å):
C: -1.2135 0.1835 -0.5752  0.317
C: -0.4149 1.5078 -2.9233  1.052
C: 0.0514 -0.5526 -0.4924  -0.801
N: -2.2516 0.6010 -0.6458  -0.416
O: -0.2865 0.4360 -3.2943  -0.548
O: -0.6505 2.6062 -2.6338  -0.536
Br: 2.1287 1.6326 -1.7204  -0.836
H: 0.2133 -0.8310 0.5842  0.227
H: 0.8329 0.1779 -1.0491  0.312
H: -0.2096 -1.5336 -0.8316  0.231



[2]
An isolated molecule of C4H8O. Source: the Open Molecules 2025 dataset; level of theory: ωB97M-V/def2-TZVPD.

## Properties
HOMO, eV: -8.55
Spin multiplicity: 1
Relative energy (zero: lowest compared OMol25 entry of this formula, charge and spin), eV: 3.234

Each line ends with the natural charge from an NBO analysis.
Geometry (Å):
C: -0.0906 -1.4892 0.4578  -0.614
C: 0.7612 -0.2448 0.2176  -0.429
C: 0.1996 0.6552 -0.8712  -0.082
O: -1.2162 0.9133 -0.6390  -0.477
C: -1.6222 1.7595 0.2561  0.127
H: -0.1153 -2.1339 -0.4276  0.206
H: 0.3034 -2.0730 1.2947  0.215
H: 1.7816 -0.5245 -0.0745  0.216
H: 0.8512 0.3343 1.1457  0.206
H: 0.7155 1.6211 -0.9107  0.190
H: 0.2404 0.1783 -1.8540  0.195
H: -0.6878 2.2138 0.7081  0.027
H: -1.1210 -1.2100 0.6970  0.220



[3]
A cluster of 4 separate species, H8O4 in total in a non-equilibrium geometry. Source: the Open Molecules 2025 dataset; level of theory: ωB97M-V/def2-TZVPD.

## Properties
HOMO, eV: -10.17
Spin multiplicity: 1
Relative energy (zero: lowest compared OMol25 entry of this formula, charge and spin), eV: 2.594

Each line ends with the natural charge from an NBO analysis.
Geometry (Å):
O: -0.1065 -1.6565 0.1756  -0.920
H: -0.7900 -1.1133 0.4640  0.432
H: 0.7168 -1.3509 0.6016  0.486
O: -1.4899 1.2147 -2.8561  -0.925
H: -1.7807 0.9332 -1.9781  0.459
H: -1.9629 1.9329 -3.1473  0.465
O: -0.0516 0.5293 -0.4828  -0.870
H: -0.1015 0.7640 0.4751  0.446
H: -0.9024 0.1766 -0.5150  0.427
O: 1.8603 -0.2479 2.8456  -0.929
H: 1.3803 -0.6914 3.5505  0.468
H: 1.7416 0.6319 3.0913  0.462



[4]
A cluster of 2 separate species, C4H6N2 in total in a non-equilibrium geometry. Source: the Open Molecules 2025 dataset; level of theory: ωB97M-V/def2-TZVPD.

## Properties
HOMO, eV: -8.75
Spin multiplicity: 1
Relative energy (zero: lowest compared OMol25 entry of this formula, charge and spin), eV: 3.360

Each line ends with the natural charge from an NBO analysis.
Geometry (Å):
C: 1.2496 -1.4693 0.6078  -0.650
C: 0.6469 -0.3589 0.4918  0.412
N: -0.1936 0.4899 0.5142  -0.416
C: 0.0014 1.9536 0.8331  -0.414
H: 1.8030 -1.7430 -0.1903  0.220
H: 1.2249 -2.2245 1.3788  0.247
H: 0.5110 2.4640 -0.0227  0.204
H: 0.5569 2.1770 1.7506  0.197
H: -0.9307 2.3096 0.9457  0.201
C: -1.5462 -1.2681 -2.0911  0.069
N: -2.4229 -1.5424 -1.4233  -0.296
H: -0.9001 -0.7878 -2.7946  0.228



[5]
A structure of composition C23H17AuBrNO2STe. Source: the Open Molecules 2025 dataset; level of theory: ωB97M-V/def2-TZVPD.

## Properties
HOMO, eV: -8.06
Spin multiplicity: 1
Relative energy (zero: lowest compared OMol25 entry of this formula, charge and spin), eV: 0.201

Each line ends with the natural charge from an NBO analysis.
Geometry (Å):
Au: 1.4591 1.0345 0.2297  0.945
C: 0.1154 -1.1626 -2.3521  -0.668
C: 0.4966 0.1734 -2.9073  0.282
C: 0.1140 0.5133 -4.2269  -0.259
C: 0.4292 1.7306 -4.7281  -0.130
C: 1.1580 2.6452 -3.9393  -0.022
C: 1.4916 3.9381 -4.4065  -0.210
C: 2.1815 4.7927 -3.6055  -0.197
C: 2.5820 4.3846 -2.3202  -0.207
C: 2.2996 3.1313 -1.8453  -0.173
S: 3.0119 2.6078 -0.3212  -0.094
C: 1.5347 2.2331 -2.6430  0.127
N: 1.1760 1.0076 -2.1439  -0.513
H: -0.3646 -1.7754 -3.1126  0.217
H: -0.5815 -1.0323 -1.5242  0.247
H: 0.9981 -1.6749 -1.9751  0.263
H: -0.4389 -0.2113 -4.8084  0.224
H: 0.1300 2.0197 -5.7287  0.219
H: 1.1782 4.2351 -5.3995  0.215
H: 2.4261 5.7883 -3.9505  0.221
H: 3.1421 5.0638 -1.6901  0.227
Br: -2.4931 -6.4699 2.4713  0.053
C: -1.4958 -4.9527 1.9258  -0.064
C: -2.0614 -3.6934 2.0460  -0.270
C: -1.3268 -2.5887 1.6450  -0.098
C: -0.0446 -2.7495 1.1323  -0.201
C: 0.5063 -4.0203 1.0216  -0.143
C: -0.2191 -5.1323 1.4182  -0.253
C: 0.7530 -1.5606 0.6949  0.771
O: 1.8848 -1.6594 0.2313  -0.680
O: 0.1363 -0.4253 0.8309  -0.782
H: -3.0596 -3.5799 2.4460  0.227
H: -1.7381 -1.5940 1.7263  0.233
H: 1.5077 -4.1215 0.6243  0.240
H: 0.1994 -6.1257 1.3376  0.229
Te: 1.0552 2.6240 2.2254  0.278
C: -0.4740 1.4713 3.0995  -0.276
C: -0.1731 0.5748 4.1192  -0.227
C: -1.1863 -0.1701 4.7099  -0.200
C: -2.4966 -0.0280 4.2771  -0.206
C: -2.7980 0.8641 3.2547  -0.218
C: -1.7886 1.6108 2.6660  -0.224
H: 0.8474 0.4660 4.4622  0.223
H: -0.9467 -0.8663 5.5037  0.217
H: -3.2863 -0.6099 4.7362  0.216
H: -3.8199 0.9807 2.9171  0.216
H: -2.0215 2.3130 1.8763  0.221



[6]
An isolated molecule of C4H9N in a non-equilibrium geometry. Source: the Open Molecules 2025 dataset; level of theory: ωB97M-V/def2-TZVPD.

## Properties
HOMO, eV: -8.47
Spin multiplicity: 1
Relative energy (zero: lowest compared OMol25 entry of this formula, charge and spin), eV: 1.588

Each line ends with the natural charge from an NBO analysis.
Geometry (Å):
C: 0.0295 0.4540 1.5591  -0.628
C: -0.3303 0.6453 0.0994  -0.050
C: -0.9752 -0.4191 -0.7145  -0.421
C: 0.4451 -0.7875 -1.1976  -0.194
N: 0.8445 0.5082 -0.7853  -0.635
H: 0.4005 -0.5719 1.7113  0.205
H: -0.7584 0.6354 2.3524  0.220
H: 1.0068 1.0900 1.7716  0.209
H: -0.6957 1.6418 -0.0828  0.182
H: -1.5802 -1.0718 -0.0121  0.198
H: -1.7166 -0.0506 -1.3708  0.218
H: 0.5816 -1.0687 -2.2624  0.187
H: 0.9246 -1.6683 -0.5273  0.145
H: 1.8238 0.6631 -0.5409  0.362



[7]
A structure of composition C33H28IrN9 in a non-equilibrium geometry. Source: the Open Molecules 2025 dataset; level of theory: ωB97M-V/def2-TZVPD.

## Properties
HOMO (spin up / spin down), eV: -16.36 / -16.57
Spin multiplicity: 2
Relative energy (zero: lowest compared OMol25 entry of this formula, charge and spin), eV: 0.000
Charge: +3

Each line ends with the Löwdin spin population.
Geometry (Å):
Ir: -0.0003 0.0472 -0.1046  0.038
C: 0.1617 2.2318 1.9109  0.000
N: 0.4133 2.0457 0.4513  0.000
C: 1.7241 2.5142 -0.0856  0.001
C: 2.0786 1.6280 -1.2448  0.000
N: 1.3707 0.5464 -1.5559  0.000
C: 2.0401 -0.0902 -2.5974  0.000
C: 1.7440 -1.2578 -3.2998  0.000
C: 2.6198 -1.6215 -4.3022  0.000
C: 3.7529 -0.8490 -4.6082  0.000
C: 4.0478 0.3141 -3.9254  0.000
C: 3.1648 0.6736 -2.9126  0.000
N: 3.1473 1.7555 -2.0380  0.000
C: -0.8637 1.2176 2.3344  0.000
N: -1.0129 0.0686 1.6821  0.000
C: -1.9799 -0.6671 2.3623  0.000
C: -2.5040 -1.9413 2.1380  0.000
C: -3.4658 -2.3838 3.0212  0.000
C: -3.9018 -1.5948 4.0994  0.000
C: -3.3804 -0.3409 4.3393  0.000
C: -2.4072 0.1009 3.4486  0.000
N: -1.6828 1.2871 3.3893  0.000
H: -0.1563 3.2514 2.1396  0.000
H: 1.0973 2.0528 2.4415  0.000
H: -0.2962 2.5674 -0.0511  0.000
H: 2.4816 2.4405 0.6928  0.001
H: 1.6641 3.5612 -0.3939  0.000
H: 0.8607 -1.8440 -3.0864  0.000
H: 2.4271 -2.5148 -4.8794  0.000
H: 4.4028 -1.1676 -5.4110  0.000
H: 4.9160 0.9098 -4.1706  0.000
H: 3.8175 2.5104 -2.0180  0.000
H: -2.1601 -2.5691 1.3283  0.000
H: -3.8914 -3.3690 2.8925  0.000
H: -4.6608 -1.9860 4.7618  0.000
H: -3.7084 0.2588 5.1768  0.000
H: -1.7323 2.0422 4.0581  0.000
C: 5.4437 -0.0705 1.2206  0.089
C: 5.2024 -1.0562 0.2723  -0.006
C: 3.9107 -1.4818 0.0184  0.074
C: 2.8326 -0.9011 0.7060  0.038
C: 3.0882 0.1086 1.6439  0.061
C: 4.3803 0.5068 1.9138  0.001
N: 1.5145 -1.2742 0.4649  0.369
C: 1.2133 -2.5851 0.1703  0.004
C: 1.9883 -3.6853 0.5713  0.091
C: 1.5799 -4.9633 0.2329  -0.027
C: 0.4041 -5.1833 -0.4907  0.099
C: -0.3993 -4.1173 -0.8630  -0.001
C: 0.0105 -2.8392 -0.5130  0.057
N: -0.7010 -1.6753 -0.7891  -0.023
N: -1.8152 -1.7234 -1.3742  0.074
C: -2.4218 -0.4823 -1.4885  -0.002
C: -3.6731 -0.4170 -2.0806  0.018
C: -4.3154 0.8082 -2.1462  -0.003
C: -3.6786 1.9225 -1.6202  0.018
C: -2.4226 1.7835 -1.0572  0.001
N: -1.7826 0.6115 -0.9841  0.014
H: 6.4569 0.2443 1.4280  0.004
H: 6.0269 -1.4957 -0.2717  -0.001
H: 3.7227 -2.2131 -0.7560  0.001
H: 2.2554 0.4852 2.2204  0.001
H: 4.5776 1.2453 2.6799  -0.001
H: 2.8658 -3.5327 1.1820  0.003
H: 2.1760 -5.8093 0.5463  -0.003
H: 0.1062 -6.1916 -0.7416  0.005
H: -1.3203 -4.2691 -1.4080  -0.001
H: -4.1143 -1.3236 -2.4688  0.000
H: -5.2952 0.8919 -2.5960  0.000
H: -4.1407 2.8989 -1.6486  0.001
H: -1.9259 2.6597 -0.6662  0.000



[8]
A cluster of 2 separate species, C6H16 in total in a non-equilibrium geometry. Source: the Open Molecules 2025 dataset; level of theory: ωB97M-V/def2-TZVPD.

## Properties
HOMO, eV: -10.50
Spin multiplicity: 1
Relative energy (zero: lowest compared OMol25 entry of this formula, charge and spin), eV: 2.823

Each line ends with the natural charge from an NBO analysis.
Geometry (Å):
C: -2.1408 0.4518 -0.5925  -0.616
C: -1.3383 1.7017 -0.2540  -0.390
C: -0.4821 2.3879 -1.4522  -0.613
H: -1.6736 -0.4530 -1.0680  0.212
H: -3.0910 0.7302 -1.2801  0.203
H: -2.4643 0.1733 0.4850  0.212
H: -1.9220 2.3296 0.2449  0.193
H: -0.6841 1.4488 0.6205  0.190
H: 0.4333 1.6929 -1.5337  0.199
H: -0.9332 2.3374 -2.4774  0.206
H: -0.1087 3.3256 -1.2987  0.205
C: 1.8083 -1.6004 -0.3661  -0.628
C: 1.7771 -1.2652 1.1226  -0.377
C: 0.3044 -1.4829 1.6507  -0.601
H: 2.7850 -2.3391 -0.4598  0.202
H: 0.8498 -1.9117 -0.8096  0.217
H: 2.3258 -0.8707 -0.9084  0.213
H: 2.2418 -0.1632 1.2786  0.184
H: 2.3875 -1.8113 1.6969  0.188
H: -0.1032 -2.4732 1.5945  0.204
H: -0.2275 -0.8779 1.0826  0.193
H: 0.2558 -1.3306 2.7242  0.205



[9]
An isolated molecule of C5H8FNO in a non-equilibrium geometry. Source: the Open Molecules 2025 dataset; level of theory: ωB97M-V/def2-TZVPD.

## Properties
HOMO, eV: -9.00
Spin multiplicity: 1
Relative energy (zero: lowest compared OMol25 entry of this formula, charge and spin), eV: 4.211

Each line ends with the natural charge from an NBO analysis.
Geometry (Å):
F: 2.4024 0.2471 1.9635  -0.426
C: 1.8908 -0.0779 0.5381  0.057
C: 0.4772 0.3390 0.3798  -0.129
N: -0.3931 -0.6457 0.7351  -0.636
C: -1.6216 -0.7124 0.0364  -0.237
C: -1.3069 0.1267 -1.1962  0.043
O: -0.0760 -0.4046 -1.8933  -0.465
C: 0.0166 0.6877 -1.0972  0.071
H: 2.7085 0.4145 -0.1674  0.181
H: 1.9886 -1.1216 0.3839  0.192
H: 0.4825 1.1674 1.2060  0.191
H: -0.4147 -0.4329 1.7076  0.379
H: -2.4331 -0.2343 0.5432  0.180
H: -1.8193 -1.7303 -0.0448  0.213
H: -2.0266 0.5736 -1.7315  0.194
H: 0.1247 1.8038 -1.3632  0.192



[10]
A cluster of 3 separate species, C10H26BNO9PS2 in total. Source: the Open Molecules 2025 dataset; level of theory: ωB97M-V/def2-TZVPD.

## Properties
HOMO, eV: -4.05
Spin multiplicity: 1
Charge: -1

Each line ends with the natural charge from an NBO analysis.
Geometry (Å):
N: -4.1470 -5.6410 1.1022  -1.174
P: -2.7420 -6.7490 1.2558  1.309
O: -1.3124 -7.7786 1.3884  -0.822
C: -0.2416 -7.1853 2.0522  -0.087
C: -0.6418 -5.7306 2.3538  0.374
O: 0.5176 -4.8853 2.3048  -0.764
B: 0.4643 -3.7109 3.0093  1.328
O: 0.1559 -2.5061 2.3918  -0.945
O: 0.7605 -3.6880 4.3672  -0.937
O: -1.5867 -5.3689 1.4500  -0.810
H: -4.6216 -5.6034 1.9997  0.334
H: -3.7944 -4.7029 0.9459  0.353
H: -2.8696 -6.7784 2.7119  -0.220
H: -3.5665 -7.9146 1.1588  -0.163
H: -2.5617 -6.6769 -0.1557  -0.153
H: 0.6569 -7.1962 1.4230  0.158
H: -0.0235 -7.7060 2.9969  0.137
H: -1.0476 -5.6827 3.3846  0.092
H: 0.8849 -1.8749 2.4049  0.499
H: 0.3282 -4.4058 4.8466  0.492
C: -0.6511 1.8789 0.7111  -0.404
C: 0.6482 2.0202 -0.0934  -0.415
C: 1.7768 2.2765 0.9129  -0.672
S: 1.2648 1.4911 2.4521  2.166
O: 1.0752 2.5167 3.4496  -0.954
O: 2.1148 0.3601 2.7343  -0.953
C: -0.3349 0.9361 1.8671  -0.673
H: -1.4638 1.4913 0.0994  0.233
H: -0.9566 2.8535 1.0995  0.207
H: 0.8399 1.0935 -0.6375  0.213
H: 0.5845 2.8226 -0.8241  0.247
H: 2.7296 1.8435 0.6179  0.246
H: 1.9017 3.3359 1.1306  0.236
H: -1.0343 0.9810 2.6983  0.258
H: -0.2283 -0.0955 1.5321  0.261
C: 2.2733 6.2342 -4.4845  -0.408
C: 1.0758 7.0370 -3.9563  -0.403
C: -0.1667 6.1516 -4.0989  -0.674
S: 0.4180 4.4496 -3.9884  2.174
O: 0.1886 3.7964 -5.2497  -0.938
O: -0.0450 3.8480 -2.7643  -0.949
C: 2.1602 4.8509 -3.8548  -0.672
H: 3.2215 6.7069 -4.2325  0.226
H: 2.2180 6.1505 -5.5718  0.216
H: 1.2367 7.2822 -2.9048  0.210
H: 0.9482 7.9742 -4.4959  0.224
H: -0.9017 6.3035 -3.3126  0.253
H: -0.6403 6.2555 -5.0731  0.247
H: 2.7272 4.0731 -4.3607  0.258
H: 2.4080 4.8667 -2.7936  0.238



[11]
A cluster of 2 separate species, F2HNS in total in a non-equilibrium geometry. Source: the Open Molecules 2025 dataset; level of theory: ωB97M-V/def2-TZVPD.

## Properties
HOMO, eV: -12.02
Spin multiplicity: 1
Relative energy (zero: lowest compared OMol25 entry of this formula, charge and spin), eV: 0.241

Each line ends with the natural charge from an NBO analysis.
Geometry (Å):
N: 0.3182 0.1204 -0.2177  -0.702
F: 2.7681 -0.6133 0.4539  -0.562
F: -2.6881 0.1593 0.1092  -0.557
S: 1.6406 0.5948 -0.0464  1.263
H: -2.0388 -0.2613 -0.2990  0.558



[12]
A cluster of 2 separate species, C5H10O2 in total in a non-equilibrium geometry. Source: the Open Molecules 2025 dataset; level of theory: ωB97M-V/def2-TZVPD.

## Properties
HOMO, eV: -8.76
Spin multiplicity: 1
Relative energy (zero: lowest compared OMol25 entry of this formula, charge and spin), eV: 3.720

Each line ends with the natural charge from an NBO analysis.
Geometry (Å):
C: 1.0287 1.0575 1.7456  -0.502
C: 0.8775 0.1589 0.8130  0.275
O: 1.8973 -0.1685 -0.0599  -0.719
C: -0.2697 -0.5959 0.4154  -0.287
C: -1.5285 -0.3126 0.5914  -0.120
C: -2.6765 -0.9480 0.0369  -0.667
H: 1.8937 1.7457 1.8795  0.214
H: 0.1382 1.4772 2.1669  0.204
H: 2.7879 -0.3521 0.5661  0.494
H: -0.1184 -1.5018 -0.2527  0.209
H: -1.7512 0.5970 1.1171  0.192
H: -2.5815 -2.1432 0.0275  0.217
H: -3.7342 -0.8175 0.2895  0.241
H: -2.5322 -0.6403 -1.0769  0.245
O: 0.6032 0.6861 -2.7159  -0.947
H: 0.8823 -0.0780 -2.1029  0.481
H: 0.4218 1.4123 -2.0217  0.467



> Number 12 is which compound?

C5H10O2



> Which value of spin multiplicity does entry 12 give?

1



> What is the spin multiplicity in the fourth record?

1



Copy entry 9 word for word.
An isolated molecule of C5H8FNO in a non-equilibrium geometry. Source: the Open Molecules 2025 dataset; level of theory: ωB97M-V/def2-TZVPD.

## Properties
HOMO, eV: -9.00
Spin multiplicity: 1
Relative energy (zero: lowest compared OMol25 entry of this formula, charge and spin), eV: 4.211

Each line ends with the natural charge from an NBO analysis.
Geometry (Å):
F: 2.4024 0.2471 1.9635  -0.426
C: 1.8908 -0.0779 0.5381  0.057
C: 0.4772 0.3390 0.3798  -0.129
N: -0.3931 -0.6457 0.7351  -0.636
C: -1.6216 -0.7124 0.0364  -0.237
C: -1.3069 0.1267 -1.1962  0.043
O: -0.0760 -0.4046 -1.8933  -0.465
C: 0.0166 0.6877 -1.0972  0.071
H: 2.7085 0.4145 -0.1674  0.181
H: 1.9886 -1.1216 0.3839  0.192
H: 0.4825 1.1674 1.2060  0.191
H: -0.4147 -0.4329 1.7076  0.379
H: -2.4331 -0.2343 0.5432  0.180
H: -1.8193 -1.7303 -0.0448  0.213
H: -2.0266 0.5736 -1.7315  0.194
H: 0.1247 1.8038 -1.3632  0.192